(1)
{
  "formula": "C46H62BaN4O3P2S",
  "method": "wB97M-V/def2-TZVPD",
  "lumo_energy_ev": 0.3217,
  "e_tot_ev": -90922.7404,
  "fmax_ev_per_a": 0.45,
  "homo_lumo_gap_ev": 6.6,
  "homo_energy_ha": -0.23157,
  "species": ["Ba", "C", "C", "C", "P", "C", "C", "C", "C", "C", "C", "C", "C", "C", "C", "N", "C", "C", "C", "C", "C", "C", "C", "P", "C", "C", "C", "C", "C", "C", "H", "H", "H", "H", "H", "H", "H", "H", "H", "H", "H", "H", "H", "H", "H", "H", "H", "H", "H", "H", "H", "H", "H", "H", "H", "H", "H", "H", "H", "H", "H", "H", "H", "H", "H", "H", "H", "H", "H", "H", "O", "C", "C", "N", "C", "C", "N", "C", "S", "H", "H", "H", "H", "H", "H", "H", "H", "C", "C", "C", "C", "C", "C", "N", "C", "C", "C", "C", "C", "C", "C", "O", "O", "C", "C", "H", "H", "H", "H", "H", "H", "H", "H", "H", "H", "H", "H", "H", "H"],
  "positions_angstrom": [[0.6887, -0.1093, -0.6532], [-2.7408, 3.0102, -2.2538], [-1.5892, 2.9275, -3.2545], [-1.6798, 4.0317, -4.3069], [0.0003, 2.6494, -2.3280], [1.3724, 3.0468, -3.5184], [2.6010, 2.2549, -3.0598], [1.7302, 4.5164, -3.7126], [0.1471, 3.8952, -1.0097], [-0.1573, 5.2317, -1.3062], [0.0238, 6.2826, -0.4297], [-0.3596, 7.6921, -0.7912], [0.6036, 5.9619, 0.7993], [0.9030, 4.6633, 1.1350], [0.6357, 3.5566, 0.2841], [0.9392, 2.2681, 0.6679], [0.9977, 1.9930, 2.0298], [-0.0066, 2.4559, 2.9092], [0.0257, 2.2338, 4.2657], [1.0787, 1.5258, 4.8523], [1.1707, 1.3174, 6.3429], [2.0428, 1.0194, 3.9976], [2.0166, 1.1912, 2.6068], [3.2433, 0.3922, 1.5134], [4.7182, 1.5182, 1.5448], [5.5564, 1.4940, 2.8180], [4.2473, 2.9389, 1.2256], [3.8333, -1.2317, 2.2125], [4.0272, -1.4901, 3.7048], [2.9410, -2.3300, 1.6263], [-3.6989, 2.9452, -2.7733], [-2.7112, 3.9519, -1.7037], [-2.6998, 2.2006, -1.5213], [-1.6853, 1.9769, -3.7917], [-1.6909, 5.0292, -3.8687], [-2.6130, 3.9187, -4.8646], [-0.8619, 3.9811, -5.0260], [1.0316, 2.6286, -4.4730], [2.8726, 2.5272, -2.0338], [3.4630, 2.4670, -3.6966], [2.4183, 1.1788, -3.1004], [2.0539, 4.9635, -2.7718], [0.8952, 5.1050, -4.0909], [2.5521, 4.6017, -4.4282], [-0.5400, 5.4611, -2.2922], [-0.1187, 7.9165, -1.8319], [0.1666, 8.4134, -0.1648], [-1.4306, 7.8652, -0.6588], [0.8348, 6.7526, 1.5062], [1.3689, 4.4740, 2.0925], [-0.8375, 3.0001, 2.4784], [-0.7782, 2.6166, 4.8859], [0.4273, 1.9167, 6.8682], [2.1540, 1.5991, 6.7238], [1.0088, 0.2722, 6.6263], [2.8730, 0.4878, 4.4395], [5.3410, 1.1722, 0.7117], [4.9629, 1.8100, 3.6796], [6.3940, 2.1900, 2.7253], [5.9696, 0.5061, 3.0236], [3.7368, 3.3724, 2.0875], [3.5450, 2.9613, 0.3897], [5.1027, 3.5723, 0.9822], [4.8147, -1.3165, 1.7292], [3.0655, -1.5345, 4.2147], [4.6423, -0.7400, 4.1985], [4.5161, -2.4595, 3.8362], [1.9082, -2.1954, 1.9506], [3.2720, -3.3180, 1.9593], [2.9620, -2.3325, 0.5353], [3.9727, -0.7038, -2.0093], [4.4239, -1.0823, -1.0502], [-0.7192, -4.0681, 2.0677], [-0.3792, -3.2593, 3.2144], [-0.1911, -3.8578, 4.5290], [0.1224, -2.6412, 5.4085], [-0.4110, -1.5557, 4.5971], [-0.5777, -1.9319, 3.3069], [-1.0064, -0.8698, 2.0933], [0.1041, -4.7443, 1.8310], [-0.9031, -3.4168, 1.2153], [-1.6169, -4.6588, 2.2692], [0.6210, -4.5853, 4.5119], [-1.1070, -4.3683, 4.8446], [1.1975, -2.5283, 5.5643], [-0.3675, -2.6939, 6.3790], [-0.2076, -0.5824, 4.7741], [-6.9160, -4.1631, -0.0896], [-6.1489, -4.0622, -1.3829], [-6.8432, -4.0634, -2.5883], [-6.1643, -3.9537, -3.7908], [-4.7865, -3.8385, -3.8061], [-4.0721, -3.8572, -2.6085], [-2.6844, -3.6912, -2.5659], [-1.7534, -4.0246, -3.5267], [-2.0157, -5.0080, -4.4919], [-1.0778, -5.3310, -5.4521], [0.1542, -4.6887, -5.4917], [0.4317, -3.7340, -4.5327], [-0.4858, -3.3961, -3.5405], [-0.0540, -2.3675, -2.5359], [0.9536, -1.6602, -2.8044], [-0.6988, -2.2429, -1.4407], [-4.7545, -3.9737, -1.3863], [-3.9591, -3.9900, -0.1092], [-7.9880, -4.1409, -0.2806], [-6.6766, -3.3395, 0.5854], [-6.6919, -5.0923, 0.4396], [-7.9237, -4.1398, -2.5796], [-6.7128, -3.9365, -4.7242], [-4.2625, -3.7024, -4.7418], [-2.2925, -3.1302, -1.8164], [-2.9588, -5.5349, -4.4657], [-1.3127, -6.1007, -6.1772], [0.8835, -4.9357, -6.2512], [1.3809, -3.2154, -4.5232], [-3.0664, -4.6067, -0.2305], [-4.5384, -4.3875, 0.7213], [-3.6178, -2.9896, 0.1772]]
}



(2)
{
  "formula": "C29H34BN11S2Ti",
  "method": "wB97M-V/def2-TZVPD",
  "lumo_energy_ev": [-0.2783, -0.7398],
  "multiplicity": 3,
  "e_tot_ev": -92481.8707,
  "fmax_ev_per_a": 2.07,
  "homo_lumo_gap_ev": [5.7, 6.9],
  "homo_energy_ha": [-0.21937, -0.27979],
  "species": ["Ti", "C", "S", "C", "S", "N", "N", "C", "C", "C", "C", "C", "C", "N", "H", "H", "H", "H", "H", "H", "H", "H", "C", "C", "C", "C", "C", "N", "N", "B", "N", "N", "C", "C", "C", "C", "C", "N", "N", "C", "C", "C", "C", "C", "H", "H", "H", "H", "H", "H", "H", "H", "H", "H", "H", "H", "H", "H", "H", "H", "H", "H", "H", "H", "H", "H", "N", "C", "C", "C", "C", "N", "C", "C", "H", "H", "H", "H"],
  "positions_angstrom": [[-0.2049, 0.5637, 0.0250], [-4.9789, -1.5709, -1.6857], [-4.5649, 0.0745, -2.2880], [-3.1300, 0.4897, -1.3318], [-2.1450, -0.7051, -0.6410], [-2.7930, 1.7295, -1.4215], [-1.6295, 1.9079, -0.7047], [-1.3005, 3.1926, -0.6413], [-0.1404, 3.5686, 0.0113], [0.2793, 4.9241, 0.0212], [1.2133, 5.3654, 0.9236], [1.7885, 4.3702, 1.7443], [1.3973, 3.0398, 1.5717], [0.4984, 2.5638, 0.6908], [-6.0595, -1.6890, -1.8020], [-4.4740, -2.3579, -2.2117], [-4.7298, -1.6332, -0.6402], [-1.9665, 3.8969, -1.0781], [-0.1457, 5.5680, -0.7420], [1.4864, 6.4035, 0.9843], [2.4838, 4.6221, 2.5349], [1.8848, 2.2788, 2.1792], [0.3982, -2.2337, -3.0858], [0.3010, -2.7505, -1.6982], [0.0175, -4.0844, -1.3389], [-0.0085, -4.0669, 0.0580], [-0.2142, -5.2469, 0.9853], [0.2306, -2.7905, 0.4490], [0.3920, -1.9744, -0.6343], [0.6418, -2.1593, 1.7856], [1.8321, -1.2553, 1.4733], [1.8019, -0.0966, 0.7414], [3.0748, 0.1821, 0.4044], [3.5232, 1.3229, -0.4233], [3.9312, -0.8411, 0.8627], [3.1050, -1.7122, 1.5233], [3.4803, -3.0510, 2.0723], [-0.4576, -1.3013, 2.4754], [-0.7284, -0.0214, 2.0934], [-1.6066, 0.4445, 2.9891], [-2.0038, 1.8740, 3.0471], [-1.9798, -0.5585, 3.8650], [-1.1942, -1.6538, 3.5682], [-1.1632, -2.9701, 4.2534], [0.6054, -3.0439, -3.7694], [1.1619, -1.4539, -3.2386], [-0.5398, -1.7673, -3.3855], [-0.1495, -4.9291, -2.0165], [-0.0263, -6.2233, 0.5008], [-1.2266, -5.2440, 1.3647], [0.4753, -5.2557, 1.8215], [0.9907, -3.0399, 2.5128], [3.0295, 2.2735, -0.1414], [3.3194, 1.2203, -1.5061], [4.6164, 1.4464, -0.3371], [5.0178, -0.9153, 0.7462], [4.5804, -3.1442, 2.0097], [2.9741, -3.8253, 1.4966], [3.2361, -3.1858, 3.1385], [-1.2516, 2.4752, 3.5713], [-2.9373, 1.9870, 3.6004], [-2.1379, 2.2745, 2.0475], [-2.6792, -0.4263, 4.6987], [-1.9924, -2.9718, 4.9466], [-0.2426, -3.0957, 4.8105], [-1.2787, -3.8211, 3.5796], [-1.0204, 4.5145, -6.5772], [-0.6737, 3.7602, -5.7671], [-0.2966, 2.8415, -4.6716], [-0.9383, 1.6933, -4.3800], [-0.6177, 0.9476, -3.2687], [0.3041, 1.2813, -2.3683], [0.9330, 2.4380, -2.6289], [0.6658, 3.2202, -3.7625], [-1.7371, 1.3800, -5.0191], [-1.2392, 0.0795, -3.0727], [1.7092, 2.7348, -1.9508], [1.2233, 4.1163, -3.9484]]
}



(3)
{
  "formula": "C22H51Cl12CrN5O9",
  "method": "wB97M-V/def2-TZVPD",
  "lumo_energy_ev": [0.3092, 0.3007],
  "multiplicity": 5,
  "e_tot_ev": -228206.8231,
  "fmax_ev_per_a": 3.08,
  "homo_lumo_gap_ev": [8.0, 9.0],
  "homo_energy_ha": [-0.28107, -0.31807],
  "species": ["Cr", "C", "C", "O", "O", "H", "H", "H", "N", "O", "O", "O", "C", "Cl", "Cl", "Cl", "H", "C", "Cl", "Cl", "Cl", "H", "C", "Cl", "Cl", "Cl", "H", "C", "Cl", "Cl", "Cl", "H", "C", "C", "C", "O", "C", "N", "H", "H", "H", "H", "H", "H", "H", "H", "H", "H", "H", "C", "C", "C", "O", "C", "N", "H", "H", "H", "H", "H", "H", "H", "H", "H", "H", "H", "C", "C", "C", "O", "C", "N", "H", "H", "H", "H", "H", "H", "H", "H", "H", "H", "H", "C", "C", "C", "O", "C", "N", "H", "H", "H", "H", "H", "H", "H", "H", "H", "H", "H"],
  "positions_angstrom": [[-18.6934, 9.5526, -5.5311], [-20.6829, 13.3621, -5.6012], [-19.6700, 12.2408, -5.6795], [-20.0939, 11.0525, -5.4132], [-18.4744, 12.4905, -5.9608], [-21.4443, 13.2977, -6.4202], [-20.1442, 14.3687, -5.7791], [-21.2303, 13.3849, -4.6589], [-17.9430, 7.1526, -6.1583], [-19.1422, 7.3299, -6.4154], [-17.3536, 6.1574, -6.5113], [-17.3858, 8.0139, -5.4396], [-23.4066, 10.3599, -6.8244], [-23.0343, 8.6837, -7.0850], [-24.6496, 10.4048, -5.5851], [-23.9088, 11.1350, -8.3266], [-22.5186, 10.8313, -6.4667], [-20.4579, 4.4056, -6.8827], [-19.3882, 3.0807, -6.8926], [-21.3254, 4.5673, -5.2472], [-21.7549, 4.2259, -8.0867], [-19.9347, 5.3394, -7.0260], [-13.1700, 9.1807, -5.3395], [-12.8675, 7.8956, -4.2069], [-11.8236, 10.2054, -5.7267], [-14.5341, 10.2061, -4.8457], [-13.4772, 8.6999, -6.2802], [-16.5031, 5.2124, -2.5092], [-15.3514, 6.2048, -3.5480], [-17.8635, 4.6789, -3.4742], [-17.1272, 6.2382, -1.2655], [-15.8624, 4.3760, -2.1632], [-17.1952, 4.7483, -9.7032], [-16.3034, 5.8814, -10.0965], [-14.8607, 5.3584, -10.2878], [-14.0242, 6.4345, -10.5865], [-12.6567, 6.0379, -10.3758], [-16.8312, 6.6665, -11.2332], [-18.2614, 5.0572, -9.5234], [-16.7532, 4.2650, -8.8495], [-17.2631, 3.9048, -10.4597], [-16.2747, 6.5593, -9.2340], [-14.8666, 4.6795, -11.0939], [-14.4431, 4.8763, -9.4213], [-12.0553, 6.7532, -10.9120], [-12.4237, 5.0117, -10.7533], [-12.4189, 6.1598, -9.2943], [-17.1331, 5.9914, -11.9038], [-16.0585, 7.2123, -11.6547], [-19.0602, 8.8129, -9.0403], [-17.6930, 9.2738, -8.5415], [-16.8407, 9.8778, -9.6694], [-15.6675, 10.2738, -9.0672], [-14.7270, 10.8253, -9.9961], [-17.8620, 10.2262, -7.4107], [-18.8876, 7.9303, -9.5849], [-19.3622, 9.6671, -9.6846], [-19.6842, 8.6463, -8.2166], [-17.1405, 8.4306, -8.2777], [-17.3734, 10.6881, -10.2223], [-16.6392, 9.0836, -10.4268], [-15.3375, 11.4420, -10.6674], [-14.1017, 10.0729, -10.4895], [-14.0604, 11.5059, -9.4389], [-18.4572, 10.9755, -7.6458], [-16.9566, 10.7000, -7.2070], [-17.6853, 10.8358, -1.0798], [-18.0017, 10.0122, -2.3848], [-19.4452, 9.5021, -2.4811], [-19.4653, 8.7025, -3.6592], [-20.8227, 8.1787, -3.6850], [-17.6782, 10.7775, -3.6260], [-16.6114, 10.9172, -0.8651], [-18.0943, 10.3151, -0.2368], [-18.1228, 11.8070, -1.1999], [-17.4046, 9.1362, -2.5092], [-20.1760, 10.3555, -2.6326], [-19.6852, 8.8960, -1.6279], [-21.0374, 7.5693, -4.5728], [-21.5221, 8.9479, -3.5561], [-20.9053, 7.5534, -2.7860], [-18.1042, 11.7049, -3.4920], [-16.7461, 11.1145, -3.6651], [-12.9933, 3.1146, -7.4767], [-14.4459, 3.4630, -7.0880], [-14.8568, 2.6684, -5.7656], [-14.9781, 1.2940, -5.9631], [-16.1005, 0.8759, -6.6712], [-14.5889, 4.8762, -6.9889], [-12.7629, 3.6650, -8.4239], [-12.8777, 2.0479, -7.6017], [-12.3087, 3.4227, -6.7196], [-15.0443, 3.0427, -7.8883], [-15.8102, 3.0160, -5.4828], [-14.0739, 2.8263, -5.0185], [-15.9579, 1.0864, -7.7424], [-17.0200, 1.4254, -6.4327], [-16.1718, -0.1663, -6.4627], [-15.5363, 5.1146, -6.6662], [-13.8864, 5.1894, -6.2862]]
}